44
Properties=species:S:1:pos:R:3:forces:R:3 method="wB97M-V/def2-TZVPD" spin_multiplicity=2 gap_ev="5.42 / 5.33" total_charge=-1 e_homo_ev="-5.24 / -5.26" relative_energy_ev=0.201 s_squared=0.87
V -1.6024 -2.1327 0.9667 -1.00 -0.27 0.35
S 2.1836 -2.0488 3.5548 0.06 0.22 0.01
Sb 0.6066 -3.5058 2.8362 -0.32 -0.08 -0.02
S 0.3485 -3.0905 0.4170 0.92 -0.30 -0.23
S -1.5970 -2.5097 3.1034 0.25 -0.29 0.89
S 0.5193 -5.6964 3.2799 0.14 0.04 0.01
S -4.5369 -1.3122 -2.3372 -0.01 0.03 0.04
Sb -4.6237 -1.8381 -0.1300 0.06 0.04 -0.21
S -2.8232 -0.3362 0.7956 -0.23 0.68 -0.09
S -2.8874 -3.6296 0.1373 -0.37 -0.38 -0.26
C 2.5298 -1.2454 -1.8612 0.03 0.15 -0.09
C 1.5477 -0.0749 -1.9177 0.07 -0.16 -0.17
Sb -0.4101 -0.5327 -1.1851 0.75 0.60 0.09
C -1.4092 1.2020 -1.8618 0.11 0.22 0.09
C -1.1885 2.3947 -0.9315 -0.08 -0.01 -0.10
C -0.9574 -2.0422 -2.5801 -0.07 0.07 -0.09
C -0.7823 -1.5245 -4.0043 -0.06 -0.07 -0.03
H 3.5182 -0.9333 -2.2121 -0.06 -0.03 0.00
H 2.2038 -2.0810 -2.4865 -0.02 0.04 0.03
H 2.6401 -1.6198 -0.8446 -0.01 0.01 0.03
H 1.3920 0.2803 -2.9429 0.11 -0.03 0.08
H 1.8903 0.7634 -1.3121 0.01 -0.02 -0.04
H -2.4523 0.9056 -1.9580 -0.10 0.11 -0.01
H -0.9917 1.3863 -2.8567 -0.09 0.02 0.04
H -1.5570 2.1829 0.0734 -0.02 -0.03 0.00
H -1.7237 3.2728 -1.3012 0.01 -0.02 0.01
H -0.1321 2.6637 -0.8515 -0.02 -0.06 -0.05
H -1.9901 -2.2892 -2.3580 -0.14 -0.08 -0.07
H -0.3246 -2.8912 -2.3413 0.07 -0.12 -0.03
H -1.4699 -0.7021 -4.2152 0.01 -0.05 0.03
H -1.0161 -2.3285 -4.7083 0.00 0.05 0.03
H 0.2360 -1.1891 -4.2206 -0.05 -0.05 0.06
F 1.7546 4.8689 4.3998 0.00 0.00 -0.01
C 1.5026 3.7426 3.7307 0.06 0.27 0.18
C 0.8116 2.7195 4.3422 -0.07 -0.02 0.12
F 0.3981 2.8701 5.6029 0.01 -0.03 -0.04
C 0.5425 1.5584 3.6414 -0.01 0.03 0.11
F -0.1436 0.6244 4.2847 -0.03 -0.15 -0.18
C 0.9795 1.3833 2.3333 -0.30 0.01 -0.18
Se 0.7234 -0.2926 1.4177 0.30 -0.38 -0.16
C 1.6669 2.4356 1.7502 0.04 0.12 0.00
F 2.1050 2.3758 0.4860 -0.03 -0.21 -0.07
C 1.9293 3.6071 2.4276 0.08 0.12 -0.09
F 2.5898 4.6093 1.8369 -0.01 -0.02 0.01